Here is a cluster of 2 separate species, C5H12NO in total from OMol25. Energies are from ωB97M-V with the def2-TZVPD basis set.

The geometry in XYZ format:
```
19
Properties=species:S:1:pos:R:3:forces:R:3:mulliken_charge:R:1
C 1.249 -2.018 0.774 1.6 -1.2 4.1 -0.993
C 1.992 -0.858 0.221 -1.0 1.1 -1.4 -0.582
C 0.967 -0.280 -0.724 1.3 3.7 -2.2 0.440
C 0.782 -0.387 -2.059 0.5 -1.4 0.7 -0.847
C -0.194 1.134 0.937 -0.8 -1.8 -0.6 -0.187
N 0.327 1.020 -0.232 0.7 -0.1 1.0 -0.010
H 1.953 -2.231 1.619 -1.1 -0.9 -0.1 0.266
H 0.236 -1.994 1.193 0.2 1.2 0.1 0.317
H 1.150 -2.911 0.236 0.6 -1.0 -1.6 0.388
H 2.503 -0.168 0.956 -1.4 -0.4 -0.5 0.340
H 2.850 -1.156 -0.353 0.2 -0.6 -0.5 0.331
H 1.323 -1.044 -2.768 -0.2 0.1 1.1 0.275
H -0.049 0.066 -2.553 -0.3 0.8 0.0 0.321
H -0.834 1.950 1.201 0.4 1.1 0.2 0.329
H -0.238 0.239 1.605 0.2 0.7 -0.8 0.258
H 0.573 1.897 -0.773 -1.0 -1.4 0.4 0.350
H -3.559 0.501 0.617 -0.8 0.1 -0.1 0.310
H -4.989 1.254 0.524 2.1 -0.2 0.2 0.335
O -3.998 1.363 0.653 -1.2 0.0 -0.2 -0.639
```
Forces are in eV/Å.

Results
ΔE to the lowest compared entry with this formula, charge and spin: 2.991 eV
molecular weight: 102.157 g/mol
total charge: +1



Here is the ion C7H9N3 with charge +2 from OMol25. Energies are from ωB97M-V with the def2-TZVPD basis set.

The geometry in XYZ format:
```
19
Properties=species:S:1:pos:R:3:forces:R:3:mulliken_charge:R:1
C 2.233 -0.692 -0.476 3.2 1.5 -0.5 -0.582
C 2.058 0.466 0.249 -1.1 -1.3 1.5 -0.284
C 1.077 -1.459 -0.618 -2.1 0.7 -0.3 -0.005
C -1.375 1.380 -0.751 -0.1 4.6 1.1 -0.041
C -1.351 -0.774 -0.052 2.1 -0.9 -0.3 0.383
C -0.207 1.770 0.050 0.9 0.1 2.4 -0.672
C 0.552 0.510 0.559 0.7 0.3 -2.7 0.050
N -1.911 0.270 -0.590 -3.2 -1.0 -0.8 -0.302
N 0.034 -0.716 -0.175 2.8 -1.0 0.4 0.040
N -1.934 -1.711 0.603 1.3 -1.6 -0.3 -0.207
H 3.194 -0.887 -1.003 -0.8 -0.4 0.8 0.432
H 2.834 1.113 0.795 -1.3 -0.8 -1.4 0.420
H 1.014 -2.469 -1.090 -0.2 1.0 0.4 0.455
H -1.900 2.302 -1.167 0.4 -1.8 -0.5 0.398
H 0.465 2.508 -0.338 0.2 0.3 -1.0 0.454
H -0.534 2.319 1.003 -0.2 -0.6 -1.3 0.391
H 0.215 0.317 1.531 0.3 -0.2 2.0 0.469
H -2.885 -1.567 0.710 -2.7 -0.1 0.4 0.286
H -1.577 -2.680 0.762 -0.1 1.4 0.1 0.314
```
Forces are in eV/Å.

Results
ΔE to the lowest compared entry with this formula, charge and spin: 0.000 eV
molecular weight: 135.170 g/mol
total charge: +2



Here is the molecule C4H7NO2 from OMol25. Energies are from ωB97M-V with the def2-TZVPD basis set.

The geometry in XYZ format:
```
14
Properties=species:S:1:pos:R:3:forces:R:3:mulliken_charge:R:1
O -1.246 -0.836 1.360 0.1 -0.3 0.1 -0.551
C -0.561 -0.251 0.312 -0.1 0.2 -0.2 1.044
C -0.926 1.201 0.186 0.0 0.1 0.0 -1.371
O 1.872 1.007 -0.908 0.2 -0.5 0.3 -0.470
C 1.874 0.128 -0.081 0.0 0.3 -0.3 0.059
N 0.817 -0.774 0.168 0.2 0.0 0.2 -0.468
C -0.191 -1.002 -0.895 -0.1 -0.1 -0.2 -0.554
H -0.706 -1.587 1.643 -0.2 0.0 0.0 0.344
H -2.012 1.239 0.063 0.1 0.0 0.0 0.373
H -0.459 1.664 -0.681 0.0 -0.1 0.1 0.358
H -0.666 1.763 1.084 0.0 -0.1 0.0 0.323
H 2.745 -0.074 0.571 -0.2 0.2 -0.1 0.383
H -0.072 -0.429 -1.813 0.0 -0.1 0.2 0.290
H -0.469 -2.049 -1.008 0.1 0.2 0.1 0.239
```
Forces are in eV/Å.

Results
ΔE to the lowest compared entry with this formula, charge and spin: 2.026 eV
molecular weight: 101.105 g/mol



Here is the molecule C18H23NO3 from OMol25. Energies are from ωB97M-V with the def2-TZVPD basis set.

The geometry in XYZ format:
```
45
Properties=species:S:1:pos:R:3:forces:R:3:mulliken_charge:R:1
O 5.369 -0.372 -0.978 0.3 0.3 0.7 -0.578
O -4.074 2.614 -0.559 0.1 -1.6 -0.2 -0.400
O 0.030 0.288 -1.893 -1.3 0.0 0.3 -0.531
C -1.294 -1.697 2.448 -0.4 0.3 -0.2 -0.579
C -0.848 -0.431 2.588 0.0 -0.8 0.2 -0.365
C 3.614 0.533 -2.257 0.4 0.0 -1.4 -0.490
C 2.267 0.539 -2.613 0.9 0.4 1.7 -1.099
C 4.035 -0.080 -1.100 -1.0 -0.4 0.3 1.293
C 1.332 0.189 -1.642 2.0 0.2 -0.6 -0.247
C 3.087 -0.510 -0.145 0.1 0.1 1.5 -0.100
C 1.699 -0.274 -0.386 1.3 -0.2 -1.0 -0.344
N -1.776 0.676 -0.350 -1.2 1.1 -0.4 0.514
C 3.613 -1.131 1.183 -1.7 1.6 -0.3 -1.724
C -4.285 1.128 -0.781 2.7 2.2 3.6 -0.845
C -2.939 2.883 0.265 1.9 -0.8 -1.5 -0.615
C -0.951 -2.618 1.276 -2.2 3.3 -1.0 -0.527
C 0.300 0.165 1.721 -0.9 -3.1 0.4 -1.060
C -2.977 0.410 -1.160 -0.9 0.4 -1.1 -0.442
C -1.638 2.175 -0.430 -0.1 -0.7 -0.3 -0.751
C -0.660 -0.187 -0.726 -1.9 -0.9 0.0 -0.653
C 0.315 -2.080 0.644 0.3 -1.2 0.0 -1.579
C 0.421 -0.583 0.344 -0.3 0.1 1.2 2.904
H 5.868 0.253 -1.526 -0.2 -0.3 0.2 0.310
H -2.050 -2.056 3.149 0.1 0.1 -0.1 0.354
H -1.308 0.130 3.450 0.9 -0.3 -1.1 0.334
H 4.446 0.894 -2.935 -1.4 -0.4 0.5 0.126
H 1.973 0.956 -3.523 -0.6 0.5 -1.3 0.521
H 4.652 -1.138 1.233 1.9 -0.2 -0.4 0.461
H 3.258 -2.117 1.334 -0.4 -1.1 0.0 0.312
H 3.349 -0.570 2.102 -0.4 0.0 -0.6 0.308
H -5.033 1.075 -1.475 -1.5 -0.2 -2.3 0.442
H -4.724 0.722 0.136 0.3 0.0 0.3 0.348
H -2.707 3.983 0.190 -0.7 -1.1 0.5 0.337
H -3.111 2.487 1.295 0.4 0.5 -0.6 0.281
H -1.885 -2.588 0.527 1.9 0.0 1.4 0.194
H -0.836 -3.626 1.517 0.2 -1.6 0.7 0.595
H 0.131 1.162 1.544 -0.2 2.5 -0.2 0.529
H 1.222 0.009 2.294 -0.1 0.3 -0.3 0.360
H -2.825 0.788 -2.200 0.3 -0.7 0.3 0.324
H -3.263 -0.645 -1.161 0.4 -0.1 -0.1 0.342
H -0.635 2.335 -0.023 -0.4 0.8 0.4 0.482
H -1.573 2.540 -1.526 -0.3 -0.6 1.5 0.353
H -1.205 -1.147 -1.002 0.8 1.0 0.1 0.262
H 1.104 -2.349 1.340 0.3 0.2 0.2 0.299
H 0.512 -2.735 -0.191 0.3 0.3 -0.9 0.343
```
Forces are in eV/Å.

Results
ΔE to the lowest compared entry with this formula, charge and spin: 4.582 eV
molecular weight: 301.386 g/mol



Here is a cluster of 9 separate species, C11H39N8O12 in total from OMol25. Energies are from ωB97M-V with the def2-TZVPD basis set.

The geometry in XYZ format:
```
70
Properties=species:S:1:pos:R:3:forces:R:3:mulliken_charge:R:1
C 6.249 27.883 0.823 2.1 1.4 -0.8 -0.912
O 7.451 28.361 0.208 -1.2 -0.7 0.6 0.492
H 6.460 27.323 1.737 -0.2 -0.7 0.0 0.468
H 5.635 28.709 1.190 -0.4 0.1 0.0 0.394
H 5.603 27.370 0.106 -0.2 -0.7 0.0 -0.215
C 10.274 30.639 -1.184 -2.0 -0.7 0.9 -0.304
C 10.417 31.024 0.290 0.0 -0.7 0.0 -0.505
O 9.171 30.891 0.967 0.0 0.9 -0.4 -0.410
O 9.713 29.321 -1.328 2.1 -0.3 -0.8 -0.565
H 11.207 30.787 -1.729 0.1 -0.7 0.0 0.338
H 9.514 31.260 -1.662 0.2 0.8 0.2 0.247
H 10.860 32.018 0.354 -0.4 0.2 0.3 0.343
H 11.014 30.331 0.885 1.0 0.0 -0.7 0.307
H 9.110 29.935 1.050 -0.8 -0.1 0.3 0.014
H 8.964 29.072 -0.777 -0.6 0.6 0.5 0.309
C 6.530 26.844 -3.224 0.1 -0.3 -1.6 0.051
C 5.928 26.815 -4.683 0.6 0.1 1.7 -0.602
O 6.707 27.546 -5.549 1.5 1.4 -1.2 -0.505
O 6.775 28.155 -2.824 -1.0 0.9 -0.1 -0.611
H 7.515 26.377 -3.161 -0.3 -1.0 -0.2 0.332
H 5.758 26.384 -2.604 0.1 -0.5 0.3 0.052
H 4.980 27.347 -4.580 -0.6 -0.6 -0.2 0.185
H 5.937 25.821 -5.131 -0.9 -0.5 0.9 0.412
H 6.680 27.152 -6.423 0.0 0.1 0.1 0.300
H 7.102 28.090 -1.921 0.4 0.4 0.8 0.066
C 5.050 29.098 5.797 0.0 -0.7 0.6 -0.271
C 4.822 28.029 4.723 0.6 0.7 -0.4 0.212
O 3.428 27.803 4.465 0.1 -0.1 0.5 -0.615
O 4.282 28.862 6.965 -0.4 -0.1 0.4 -0.579
H 4.846 30.101 5.422 0.0 0.0 -0.3 0.167
H 6.064 29.070 6.196 0.2 0.1 -0.7 0.250
H 5.296 27.069 4.929 -0.4 -0.1 0.5 0.373
H 5.332 28.375 3.823 -0.1 0.1 -0.1 -0.175
H 3.038 28.612 4.125 0.1 0.1 -0.1 0.331
H 3.422 28.519 6.710 -0.1 -0.1 -0.1 0.334
C 9.261 24.980 -0.377 1.5 -0.8 -2.9 0.574
O 9.473 24.095 -1.203 0.4 -0.9 -0.2 -0.749
N 8.213 24.898 0.418 -2.3 0.1 2.3 -0.213
N 10.036 26.064 -0.288 -0.3 1.0 1.1 -0.251
H 7.737 24.013 0.498 0.2 0.2 -0.3 0.141
H 7.820 25.683 0.915 0.2 0.0 -0.1 0.183
H 10.770 26.279 -0.944 -0.5 -0.2 0.0 0.228
H 9.616 26.788 0.277 0.7 0.6 -0.2 0.156
C 6.636 31.168 3.041 0.3 -2.3 0.7 0.594
O 6.994 30.163 3.656 0.2 0.4 0.3 -0.658
N 6.950 32.398 3.296 1.7 3.5 1.8 -0.433
N 5.786 31.092 2.040 -1.8 -1.2 -1.4 -0.338
H 6.595 33.145 2.722 0.3 0.0 0.4 0.143
H 7.620 32.573 4.030 -0.1 0.2 -0.3 0.270
H 5.663 30.108 1.846 -0.4 0.4 -1.0 -0.102
H 5.703 31.835 1.366 -0.1 -0.6 0.1 0.234
C 4.229 24.416 2.371 0.8 0.8 1.3 0.656
O 4.489 23.645 3.299 -0.6 0.4 -0.8 -0.701
N 3.745 25.653 2.479 -1.3 1.6 1.7 -0.278
N 4.529 24.214 1.091 1.1 -2.9 -2.2 -0.452
H 3.528 26.034 3.389 0.0 0.1 -0.2 0.147
H 3.577 26.239 1.677 0.1 -0.2 0.2 0.173
H 5.032 23.343 0.998 0.0 0.1 -0.6 0.241
H 4.677 24.916 0.383 0.0 0.0 0.4 0.225
C 4.108 30.871 -1.732 -1.1 2.1 1.9 0.548
O 3.373 31.835 -1.889 -0.2 0.6 -0.8 -0.735
N 3.763 29.635 -1.995 -1.0 -2.9 -1.3 -0.332
N 5.222 30.919 -1.012 2.8 0.4 1.5 -0.227
H 2.974 29.506 -2.611 0.3 -0.2 0.0 0.212
H 4.475 28.927 -1.895 -0.2 -0.2 -0.5 0.238
H 5.707 30.089 -0.699 0.2 -0.2 -0.3 0.075
H 5.494 31.713 -0.456 -0.4 0.2 -0.8 0.100
O 9.623 27.872 2.154 0.5 -0.1 0.2 -0.708
H 8.755 28.096 1.807 -0.8 0.3 -0.6 0.022
H 9.494 27.033 2.599 0.1 -0.1 0.2 0.307
```
Forces are in eV/Å.

Results
ΔE to the lowest compared entry with this formula, charge and spin: 0.000 eV
molecular weight: 475.477 g/mol
total charge: -1



Here is the molecule C4H6N2O2 from OMol25. Energies are from ωB97M-V with the def2-TZVPD basis set.

The geometry in XYZ format:
```
14
Properties=species:S:1:pos:R:3:forces:R:3:mulliken_charge:R:1
C 2.249 -0.764 1.393 1.7 1.7 -1.5 -0.529
C -1.510 1.455 -0.043 1.6 -1.4 -1.6 -0.239
C -1.755 0.305 -0.929 -3.0 3.4 1.7 -0.288
C -0.558 -0.392 -0.959 3.9 -2.9 0.1 0.498
H 2.887 0.188 1.912 -2.6 -2.4 -1.0 0.225
H 2.776 -0.885 0.405 -0.9 0.4 0.6 0.258
H 2.511 -1.724 1.852 -0.7 0.4 0.6 0.290
H -1.860 2.500 0.009 -0.7 -1.0 0.0 0.344
H -2.742 -0.122 -1.528 2.7 1.9 1.8 0.235
H -0.724 -1.647 -2.315 -2.2 -1.0 -2.0 0.225
N 0.314 0.191 0.100 2.7 -0.5 0.8 0.187
N -0.021 -1.319 -1.750 0.6 3.4 4.4 -0.672
O 0.775 -0.748 1.185 0.0 2.0 -1.1 -0.232
O -0.207 1.494 0.622 -3.2 -4.1 -2.7 -0.302
```
Forces are in eV/Å.

Results
ΔE to the lowest compared entry with this formula, charge and spin: 7.876 eV
molecular weight: 114.104 g/mol



Here is a structure of composition C4H6NS from OMol25. Energies are from ωB97M-V with the def2-TZVPD basis set.

The geometry in XYZ format:
```
12
Properties=species:S:1:pos:R:3:forces:R:3:mulliken_charge:R:1
C 1.031 0.379 0.492 2.0 -3.9 -0.8 0.063
C 1.591 -0.836 0.525 4.7 3.4 2.4 -0.822
C -1.089 1.056 -0.855 -1.3 -2.3 -4.0 -0.548
C -0.945 -0.721 0.306 -3.5 3.2 -2.5 -0.143
N -0.239 0.361 0.045 -2.1 -2.1 0.4 0.110
S -2.383 -0.296 -0.570 1.1 0.2 0.1 0.040
H 1.459 1.248 0.718 1.7 3.3 1.0 0.503
H 1.171 -1.674 0.186 -1.8 -3.0 -1.5 0.374
H 2.642 -1.014 0.942 -1.7 0.6 -0.6 0.232
H -1.459 1.986 -0.660 -0.6 2.5 1.4 0.395
H -0.918 1.063 -2.029 0.6 -0.4 2.5 0.322
H -0.860 -1.552 0.901 0.9 -1.6 1.6 0.473
```
Forces are in eV/Å.

Results
ΔE to the lowest compared entry with this formula, charge and spin: 2.192 eV
molecular weight: 100.166 g/mol
total charge: +1